Density functional theory data (the ωB97M-V functional and the def2-TZVPD basis) for the ion C4H7N3O3P with charge -1 in a non-equilibrium geometry.

```
18
Properties=species:S:1:pos:R:3:forces:R:3
O -2.28653 -1.98628 -0.97306 -0.1 -1.1 -0.7
C -1.95652 -1.04305 -0.29226 -1.4 0.5 1.2
N -0.77254 -0.97276 0.34807 0.9 0.0 -0.8
C -0.15488 0.38407 0.48465 -1.2 0.4 0.7
N 1.03553 0.19368 1.28912 0.2 1.6 -0.7
C 2.12573 0.06784 0.33970 -3.1 -0.2 0.7
C 1.67776 0.45384 -0.84853 -1.0 1.0 1.1
N 0.39670 1.03041 -0.65307 1.4 -0.8 -1.1
P -3.14075 0.32768 0.04169 -0.9 0.8 1.2
O -2.80591 1.26156 -1.05305 0.1 0.7 -1.5
O -3.14234 0.91046 1.42867 0.2 -0.8 -0.1
H -0.22492 -1.74614 -0.02817 0.7 0.4 0.2
H -0.98896 1.04605 0.82648 0.9 -0.7 0.6
H 0.85049 -0.41458 2.05909 0.6 -0.5 0.1
H 2.96575 -0.40248 0.66233 2.4 -1.1 0.5
H 2.11056 0.43765 -1.79259 1.0 0.1 -1.3
H -0.12634 1.37025 -1.43840 -0.7 -0.3 0.2
H -4.36535 -0.38865 -0.10528 0.2 0.0 -0.3
```
Forces are in eV/Å.

Results
**Structure (SMILES)**: O=C(NC1NC=CN1)[P@H](=O)[O-]
**Net charge**: -1
**Multiplicity**: 1
**E_HOMO**: -4.46 eV
**Strongest force on any atom**: 3.2 eV/A
**Orbital gap**: 7.950 eV

***

Density functional theory data (the ωB97M-V functional and the def2-TZVPD basis) for a cluster of 2 separate species, C4H7N3OS2 in total in a non-equilibrium geometry.

```
17
Properties=species:S:1:pos:R:3:forces:R:3
C 1.85798 -0.96052 0.13102 1.9 -2.6 -1.4
C 0.89964 1.14941 0.36971 -1.9 3.5 0.0
C 1.83385 0.37636 -0.20676 -1.4 -2.2 2.3
C -1.95418 0.42467 -1.26888 -1.1 1.1 2.1
N 0.86305 -1.51927 0.96254 0.1 3.9 0.1
N 0.10712 0.54697 1.37884 -1.2 -2.0 0.0
N 0.01728 -0.75320 1.58442 0.4 0.5 0.3
O -2.25864 -0.06933 0.13113 1.4 -1.1 -1.7
S 2.92669 -2.11245 -0.49357 -0.5 0.5 0.5
S 0.45831 2.73593 -0.09171 0.4 -1.2 0.8
H -1.67570 -0.89124 0.14921 -1.6 1.4 0.2
H 2.46380 0.72060 -0.90735 2.1 1.2 -2.3
H -2.41819 -0.30558 -1.93957 0.8 0.2 -0.3
H -0.87209 0.66998 -1.24437 -0.8 -0.6 -1.0
H -2.50207 1.40744 -1.38481 0.6 -1.1 0.2
H 1.03595 -2.48154 1.19069 -0.6 -0.7 0.4
H -0.78280 1.06177 1.63946 1.4 -0.7 -0.2
```
Forces are in eV/Å.

Results
**Multiplicity**: 1
**E_HOMO**: -8.17 eV
**Strongest force on any atom**: 4.0 eV/A
**Orbital gap**: 6.234 eV

***

Density functional theory data (the ωB97M-V functional and the def2-TZVPD basis) for an isolated molecule of C4H7N3S.

```
15
Properties=species:S:1:pos:R:3:forces:R:3
H -3.76323 0.56333 0.82053 0.4 -0.3 -0.7
N -3.20842 0.24239 0.00792 0.0 0.1 0.8
C -2.07235 -0.16637 0.39085 -0.2 0.0 -0.4
N -1.15978 -0.68924 -0.52724 -0.5 0.3 -0.5
N 0.15532 -0.72396 -0.17269 0.1 -0.2 0.1
C 1.06130 -1.85965 0.02330 -0.2 -0.5 -0.1
C 2.15184 -0.79152 0.27086 0.4 0.2 -0.3
C 1.06995 0.25179 0.01035 0.1 0.6 -0.1
S 0.97125 1.88106 -0.05548 0.0 -0.5 0.0
H -1.69227 -0.21116 1.40697 0.0 0.1 0.2
H -1.34946 -0.41139 -1.49778 0.2 -0.2 0.5
H 0.79787 -2.49564 0.89382 0.1 0.3 -0.6
H 1.18225 -2.46206 -0.89634 0.0 0.2 0.5
H 2.98707 -0.75701 -0.45590 -0.5 -0.1 0.5
H 2.52347 -0.73283 1.28843 0.1 -0.1 0.0
```
Forces are in eV/Å.

Results
**Structure (SMILES)**: [H]/N=C/NN1CCC1=S
**Multiplicity**: 1
**E_HOMO**: -8.57 eV
**Strongest force on any atom**: 0.8 eV/A
**Orbital gap**: 9.334 eV

***

Density functional theory data (the ωB97M-V functional and the def2-TZVPD basis) for an isolated molecule of C4H7N3S in a non-equilibrium geometry.

```
15
Properties=species:S:1:pos:R:3:forces:R:3
N 1.13527 -1.13895 0.18319 0.7 -1.5 2.1
C -0.12339 -0.60050 0.70021 -1.8 -1.6 1.6
C -0.80139 0.45210 -0.11189 5.1 3.0 0.9
C -1.95256 0.77405 -0.66343 0.5 -0.9 0.1
N -1.90926 1.94139 -1.29585 -1.0 2.7 -1.8
C -0.73453 2.53180 -1.16892 -2.2 -0.8 0.0
N 0.04404 1.72923 -0.41088 -1.0 -2.5 0.4
S 1.51933 2.06366 0.27748 1.8 -0.3 -1.0
H 0.96460 -1.65005 -0.66806 -0.1 -0.1 -0.3
H 1.40593 -1.90078 0.91825 -0.3 1.8 -1.9
H 0.00584 -0.37071 1.81218 0.1 0.4 -1.6
H -0.87464 -1.44332 0.79034 0.3 0.8 -0.3
H -2.74987 0.10643 -0.61172 -1.7 -0.6 -0.3
H -0.59527 3.54243 -1.63613 0.6 -1.3 0.9
H 2.35754 1.41320 -0.67792 -1.0 0.7 1.2
```
Forces are in eV/Å.

Results
**Structure (SMILES)**: NCc1cncn1S
**Multiplicity**: 1
**E_HOMO**: -8.97 eV
**Strongest force on any atom**: 6.0 eV/A
**Orbital gap**: 9.626 eV

***

Density functional theory data (the ωB97M-V functional and the def2-TZVPD basis) for a cluster of 2 separate species, C4H7N3S2 in total in a non-equilibrium geometry.

```
16
Properties=species:S:1:pos:R:3:forces:R:3
C -2.53601 -0.75165 -0.12390 0.7 1.7 0.3
C 0.23623 -0.15016 -0.13719 1.2 -1.5 -1.7
C 1.09501 -2.72962 -0.60033 0.4 1.1 2.1
C -0.50512 2.02931 1.16454 0.8 0.9 2.2
N -3.07290 0.24144 0.33373 -0.3 -1.4 -0.4
N 1.64898 2.29265 -0.30887 0.0 0.0 -0.5
N -1.73120 -1.56441 -0.61896 -0.3 0.2 0.2
S 1.47502 -0.98909 -1.01110 -1.6 0.9 1.6
S 0.20908 1.62745 -0.42417 1.2 0.0 0.8
H 1.92350 -3.17831 0.01209 -1.1 0.6 -0.3
H 1.01982 -3.24170 -1.47823 0.3 -1.3 -2.7
H 0.05993 -2.78072 -0.24730 0.6 0.1 0.7
H 0.12537 1.88789 2.12652 -0.5 -0.8 -2.0
H -1.49843 1.60136 1.27525 0.1 -0.1 -0.2
H -0.53965 3.11614 1.24114 -0.4 0.2 -0.8
H 2.09036 2.58941 -1.20322 -1.0 -0.5 0.6
```
Forces are in eV/Å.

Results
**Multiplicity**: 1
**E_HOMO (spin up / spin down)**: -8.43 / -8.65 eV
**Strongest force on any atom**: 3.1 eV/A
**Orbital gap (spin up / spin down)**: 5.841 / 6.683 eV

***

Density functional theory data (the ωB97M-V functional and the def2-TZVPD basis) for the ion C4H7N4 with charge +1 in a non-equilibrium geometry.

```
15
Properties=species:S:1:pos:R:3:forces:R:3
C -1.49306 -1.19962 0.09191 1.4 -0.3 -0.2
N -2.01347 -0.12878 0.41577 -1.2 0.3 0.5
C -1.24016 1.01656 0.08537 0.0 0.6 -0.1
N -0.01908 0.53089 -0.58056 0.3 -0.6 0.1
C 1.25686 0.83381 0.00139 -0.1 1.3 -0.6
N 1.73561 -0.47453 0.44159 -0.9 -0.9 -0.4
N 1.03290 -1.42616 0.05829 1.4 -0.3 1.3
C -0.09366 -0.93885 -0.60500 -1.6 1.0 -1.0
H -1.89336 -2.18397 0.23708 -0.2 -0.3 0.0
H -1.81278 1.64986 -0.60077 0.1 -0.1 0.2
H -1.03846 1.59582 0.99297 0.1 0.0 -0.1
H 1.95231 1.20763 -0.76494 0.1 -0.1 0.3
H 1.22325 1.55454 0.82583 0.0 -0.2 0.0
H 2.57036 -0.63817 1.00097 0.1 -0.2 -0.1
H -0.16725 -1.39903 -1.59990 0.4 0.0 0.0
```
Forces are in eV/Å.

Results
**Structure (SMILES)**: C1=NCN2C[NH+]=N[C@@H]12
**Net charge**: +1
**Multiplicity**: 1
**E_HOMO**: -14.46 eV
**Strongest force on any atom**: 2.1 eV/A
**Orbital gap**: 8.330 eV

***

Density functional theory data (the ωB97M-V functional and the def2-TZVPD basis) for the ion C4H7N4S with charge -1 in a non-equilibrium geometry.

```
16
Properties=species:S:1:pos:R:3:forces:R:3
C 3.45932 -0.21635 -0.10713 -2.2 -1.3 0.8
C -0.97656 -0.61758 -0.36944 1.6 -1.8 -0.6
C 0.59312 -0.92259 1.53515 2.3 1.2 -1.4
C 0.44922 -0.35582 0.11174 -0.4 2.4 -0.3
N 3.73498 -0.29742 1.21652 0.0 0.6 -1.4
N 4.33920 0.41316 -0.85233 0.1 -0.1 0.5
N 4.86788 0.37522 1.25972 1.1 0.2 1.0
N 5.22179 0.78270 0.06858 1.5 1.1 0.0
S 1.68818 -0.89230 -1.09986 -1.2 -0.5 -1.0
H -0.95520 -1.67162 -0.65825 -0.3 -0.2 0.0
H -1.77472 -0.53234 0.31636 -0.6 0.7 1.2
H -1.15437 -0.11221 -1.26255 -0.6 1.1 -1.5
H -0.10592 -1.73464 1.67489 -0.5 0.4 0.7
H 0.72520 -0.01664 2.16052 -0.8 -1.1 0.5
H 1.58791 -1.35064 1.49088 0.2 -0.3 0.8
H 0.65165 0.81113 0.03280 -0.3 -2.1 0.6
```
Forces are in eV/Å.

Results
**Net charge**: -1
**Multiplicity**: 3
**E_HOMO (spin up / spin down)**: -1.18 / -4.60 eV
**Strongest force on any atom**: 2.9 eV/A
**Orbital gap (spin up / spin down)**: 4.691 / 5.785 eV

***

Density functional theory data (the ωB97M-V functional and the def2-TZVPD basis) for a cluster of 2 separate species, C4H7N4S in total in a non-equilibrium geometry.

```
16
Properties=species:S:1:pos:R:3:forces:R:3
C 2.05730 -0.21984 0.94552 1.7 0.8 -3.2
C 3.33425 0.29148 -1.11641 -2.5 -1.0 3.0
C 1.36146 -0.39151 -0.23771 3.4 0.8 -0.4
C 0.02865 -0.78483 -0.21641 -2.5 -1.6 0.2
N 2.14172 -0.12984 -1.38530 -0.7 0.4 -0.3
N -1.02956 -1.21646 0.02879 6.1 2.0 -0.8
N -2.50205 1.21066 0.00834 -0.1 -0.7 -3.8
N -2.20041 -1.52101 0.24804 -6.2 -1.1 3.2
S 3.70695 0.30193 0.62213 -2.0 -0.5 0.1
H 1.55262 -0.27025 1.82761 -0.6 -0.3 2.8
H 4.00846 0.80757 -1.70726 1.2 0.3 -1.7
H -2.48241 1.39833 -1.07458 -1.5 -0.6 2.4
H -1.60148 1.59000 0.06720 1.7 0.9 1.6
H -2.82567 -0.64620 0.43857 1.4 -0.9 -1.0
H -3.17442 1.77448 0.48592 -0.3 0.8 -0.1
H -2.37541 -2.19452 1.06554 0.8 0.7 -1.8
```
Forces are in eV/Å.

Results
**Net charge**: +1
**Multiplicity**: 1
**E_HOMO**: -13.87 eV
**Strongest force on any atom**: 7.1 eV/A
**Orbital gap**: 9.371 eV

***

Density functional theory data (the ωB97M-V functional and the def2-TZVPD basis) for an isolated molecule of C4H7N5 in a non-equilibrium geometry.

```
16
Properties=species:S:1:pos:R:3:forces:R:3
H 3.34487 0.24047 -0.47302 -2.4 -0.3 -0.8
N 2.32358 -0.01300 -0.79900 1.0 -3.2 6.0
C 1.88242 -0.83832 0.25535 2.6 -0.7 -1.9
N 0.71405 -1.63504 0.13427 2.3 2.1 0.4
C -0.33811 -0.92841 0.02475 -1.7 -0.2 0.0
C -1.61833 -1.51426 -0.18179 1.1 -5.9 -2.8
N -2.55918 -0.70998 -0.35635 -2.1 0.7 1.0
N -2.02622 0.49032 -0.09257 -0.1 -0.3 -3.7
N -0.68633 0.37493 0.02338 4.1 -1.4 1.1
C 0.11055 1.53298 0.09595 -2.0 5.7 -2.0
H 2.47431 -1.33585 1.31469 -1.0 2.2 -3.3
H -1.59712 -2.60737 -0.60816 -0.6 2.1 1.4
H -2.43443 0.98043 0.60347 -1.9 1.9 2.7
H -1.00119 2.14456 -0.17715 3.8 0.5 1.1
H 0.86321 1.93233 -0.90776 -2.2 -2.0 3.2
H 0.54791 1.88622 1.14394 -0.9 -1.1 -2.3
```
Forces are in eV/Å.

Results
**Structure (SMILES)**: [H]/N=C/N=c1/cn[nH]n1C
**Multiplicity**: 1
**E_HOMO**: -8.50 eV
**Strongest force on any atom**: 6.9 eV/A
**Orbital gap**: 9.105 eV

***

In the order shown, the computed E_tot values come out to -24165.314 -32446.090 -19565.290 -19565.202 -30393.738 -10212.485 -21052.191 -21047.207 -11705.330 eV.